111
Properties=species:S:1:pos:R:3 method="wB97M-V/def2-TZVPD" total_charge=+2 s2=6.013 multiplicity=5 homo_ev="-12.076 / -12.108" mol_weight_g_mol=985.8 e_above_lowest_kcal_mol=0.0 total_energy_ev=-128740.26595 homo_lumo_gap_ev="7.441 / 7.475"
Cr 0.67538 0.15222 -0.44114
I -1.09894 -0.73122 2.16326
C -2.70824 -0.25716 3.49364
C -2.26393 -0.44473 4.77500
C -3.10415 -0.24359 5.88302
C -4.38364 0.14831 5.66668
C -4.87124 0.36118 4.35463
C -6.21738 0.77169 4.22670
C -6.76823 1.00642 3.00613
C -5.96872 0.83753 1.87027
C -4.65137 0.43407 1.92461
P -3.85932 0.31372 0.27049
C -4.36598 1.93497 -0.43885
C -5.04108 2.11741 -1.63940
C -5.26605 3.40033 -2.13207
C -4.81494 4.51040 -1.43876
C -4.14056 4.33994 -0.23339
C -3.91204 3.06368 0.25566
C -4.90467 -0.94955 -0.54048
C -5.74043 -1.80664 0.17572
C -6.44688 -2.80936 -0.47573
C -6.32636 -2.97364 -1.84633
C -5.46302 -2.15489 -2.56113
C -4.74546 -1.16408 -1.91058
C -4.04330 0.17002 3.19363
H -1.24571 -0.76218 4.94988
H -2.72405 -0.40805 6.88205
H -5.06202 0.30862 6.49547
H -6.79946 0.89441 5.13182
H -7.79928 1.31836 2.90646
H -6.41441 1.03034 0.90198
H -5.42251 1.26207 -2.18175
H -5.80954 3.52755 -3.05974
H -5.00226 5.50453 -1.82246
H -3.81661 5.20494 0.33297
H -3.42042 2.93431 1.21786
H -5.84448 -1.70099 1.24588
H -7.09074 -3.46585 0.09512
H -6.89167 -3.74422 -2.35404
H -5.34075 -2.29911 -3.62648
H -4.03461 -0.56801 -2.46897
N -0.85431 1.61339 -0.62464
N -0.63095 2.73913 0.17281
C 0.41817 2.75189 1.01674
N 0.54343 3.78735 1.82705
N 1.22083 1.66450 0.94582
N 2.30345 1.55095 1.80839
O 2.72144 2.51485 2.43149
O 2.79968 0.45347 1.84521
H -1.00057 1.89350 -1.59106
H -1.70259 1.10743 -0.32058
H -1.35072 3.44471 0.22532
H -0.09802 4.56167 1.78916
H 1.37280 3.83290 2.39997
O -0.16872 -0.56613 -2.08358
P -0.04493 -1.68522 -3.10408
N 1.52731 -1.86619 -3.56010
C 2.12782 -3.06722 -4.20144
C 3.08477 -2.50171 -5.24916
C 3.49087 -1.15363 -4.66089
C 2.17888 -0.64276 -4.08416
N -0.93782 -1.15402 -4.38260
C -1.28472 0.26864 -4.59028
C -1.68347 0.34180 -6.06842
C -2.08914 -1.09068 -6.41780
C -1.08064 -1.91724 -5.63050
N -0.59390 -3.09052 -2.47686
C -0.99676 -3.14282 -1.04157
C -0.96698 -4.62926 -0.70233
C -1.28278 -5.30014 -2.03646
C -0.48031 -4.46198 -3.02167
H 1.37948 -3.71391 -4.65304
H 2.67266 -3.64328 -3.44966
H 2.56576 -2.35208 -6.19843
H 3.92826 -3.16671 -5.42373
H 3.90880 -0.46907 -5.39612
H 4.22133 -1.29257 -3.86116
H 1.57302 -0.17886 -4.87246
H 2.32063 0.08646 -3.28447
H -0.44369 0.92997 -4.36971
H -2.11116 0.55861 -3.93664
H -0.82527 0.63827 -6.67384
H -2.48244 1.06121 -6.23630
H -2.05498 -1.29604 -7.48566
H -3.09857 -1.29580 -6.05862
H -0.12993 -1.97760 -6.17662
H -1.42808 -2.93077 -5.42947
H -2.00220 -2.73929 -0.92221
H -0.31659 -2.56589 -0.41798
H -1.68714 -4.86932 0.07807
H 0.02572 -4.92761 -0.35888
H -2.34938 -5.23014 -2.25404
H -0.98866 -6.34748 -2.06959
H -0.87646 -4.52228 -4.03525
H 0.55646 -4.80065 -3.03107
N 6.49212 -1.97657 0.75669
C 6.38686 -0.52492 0.39991
C 6.32015 -0.34978 -1.12742
N 5.46066 0.73078 -1.57185
H 6.58440 -2.11535 1.76176
H 7.29041 -2.41640 0.30017
H 5.60916 -2.46671 0.43009
H 7.23056 -0.00134 0.84418
H 5.46910 -0.16174 0.85553
H 5.94774 -1.27826 -1.57018
H 7.31928 -0.17556 -1.52762
H 5.77555 1.63544 -1.24472
H 4.50542 0.58400 -1.27242
S 3.81864 -3.35818 -0.26148
C 2.82419 -2.07612 -0.39612
N 2.07093 -1.18649 -0.45433

***

114
Properties=species:S:1:pos:R:3 method="wB97M-V/def2-TZVPD" s2=3.761 multiplicity=4 homo_ev="-6.383 / -7.402" mol_weight_g_mol=1140.3 e_above_lowest_kcal_mol=29.5 total_energy_ev=-131882.74941 homo_lumo_gap_ev="6.584 / 7.577"
V -1.90575 -0.22871 0.11423
O -5.43395 -2.00892 -1.11722
C -4.32062 -1.50349 -0.99846
N -3.77619 -0.92741 0.07827
C -4.45521 -1.02841 1.34284
C -3.39498 -1.30168 2.39044
C -3.68165 -1.60198 3.71680
C -2.65043 -1.86532 4.59751
C -1.34149 -1.83767 4.13202
C -1.12904 -1.52424 2.80571
N -2.12252 -1.24152 1.95208
C -3.30483 -1.49379 -2.12295
C -3.62713 -1.05704 -3.34287
C -2.77976 -0.74964 -4.49981
C -1.44723 -0.72724 -4.57379
C -0.51258 -1.09879 -3.46116
N -2.02092 -1.86663 -1.65178
H -5.20795 -1.82311 1.34475
H -4.97701 -0.09835 1.60096
H -4.71480 -1.63202 4.03856
H -2.86084 -2.09830 5.63351
H -0.50227 -2.04848 4.78112
H -0.13624 -1.47204 2.37679
H -4.68209 -0.83582 -3.45553
H -3.32727 -0.46122 -5.39054
H -0.99702 -0.44462 -5.51914
H 0.45687 -1.37752 -3.87992
C 2.15621 -1.65372 3.49370
Sb 1.83049 0.29479 2.62085
C 3.86673 0.86015 3.03639
C 1.06192 1.16925 4.45237
C 0.98067 2.65944 4.29607
C 2.12078 3.42899 4.54669
C 2.13210 4.80168 4.37644
C 0.97481 5.44512 3.95707
C -0.16595 4.69821 3.72804
C -0.18881 3.30908 3.88199
C -1.48176 2.59068 3.64733
Sb -2.09968 2.07164 1.62094
C -1.66710 3.92287 0.67571
C -4.13547 2.51354 2.11552
H 2.67365 -1.52800 4.44581
H 2.77957 -2.24637 2.82507
H 1.22804 -2.19843 3.65819
H 4.04172 0.79463 4.11097
H 4.08014 1.86987 2.69108
H 4.53363 0.16343 2.52958
H 1.75979 0.88880 5.24279
H 0.09730 0.70952 4.66313
H 3.01590 2.92962 4.89942
H 3.03175 5.36636 4.58422
H 0.95687 6.51885 3.82393
H -1.07927 5.20187 3.43274
H -2.30562 3.23654 3.95370
H -1.55669 1.67340 4.23300
H -1.99700 4.74008 1.31419
H -2.20232 3.95729 -0.27258
H -0.59959 4.01075 0.48179
H -4.18016 3.54402 2.46855
H -4.47763 1.84760 2.90823
H -4.77237 2.39598 1.24082
C 2.55805 0.48528 -4.59630
N 3.18934 -0.45096 -3.67571
C 4.11263 -1.39609 -4.27179
P 2.94660 -0.35982 -2.06108
O 2.12411 0.78088 -1.66327
O 2.31314 -1.82287 -1.67678
P 1.04722 -2.35643 -0.85862
O 0.31991 -1.41572 0.01405
N 1.75184 -3.56551 0.00891
C 0.88733 -4.26258 0.95776
C 2.91283 -4.34518 -0.38550
N 0.02159 -3.05054 -1.96573
C -1.03447 -2.27762 -2.64065
C 0.59915 -4.05831 -2.85594
N 4.43772 -0.49274 -1.34847
C 4.73662 -1.49101 -0.33135
C 5.06903 0.80945 -1.10854
H 3.31636 1.09979 -5.09022
H 1.87588 1.13516 -4.05726
H 2.00079 -0.05532 -5.36758
H 4.90495 -0.87091 -4.81292
H 3.59124 -2.05142 -4.97630
H 4.58227 -2.01216 -3.50720
H 0.07723 -3.61368 1.28335
H 1.47121 -4.54705 1.83565
H 0.45817 -5.16791 0.51480
H 3.44177 -3.86687 -1.20536
H 2.62386 -5.35362 -0.70150
H 3.59541 -4.44670 0.46212
H -2.10735 -2.57508 -0.92839
H -1.51577 -2.98506 -3.32471
H -0.34592 -0.25499 -2.78427
H 1.28469 -4.70222 -2.31139
H 1.13980 -3.60963 -3.69701
H -0.20173 -4.68170 -3.25225
H 4.63599 -2.49856 -0.73013
H 4.10736 -1.40688 0.56041
H 5.77595 -1.36131 -0.02786
H 4.82758 1.50280 -1.91244
H 6.15156 0.67749 -1.08077
H 4.73268 1.26055 -0.17192
F -4.06402 4.60829 -4.75907
C -3.46057 3.74395 -3.93032
C -2.12925 3.40958 -4.09819
F -1.43183 3.95152 -5.10547
C -1.51526 2.51436 -3.24442
F -0.22456 2.22721 -3.46286
C -2.18524 1.88684 -2.18172
O -1.58924 1.02057 -1.41275
C -3.52670 2.26510 -2.04094
F -4.25639 1.75919 -1.02700
C -4.15332 3.16248 -2.88639
F -5.44001 3.47234 -2.68483

***

110
Properties=species:S:1:pos:R:3 method="wB97M-V/def2-TZVPD" total_charge=+1 homo_ev=-11.129 mol_weight_g_mol=760.7 total_energy_ev=-70505.61132 homo_lumo_gap_ev=7.007
Be 2.51863 0.72384 -0.14379
B -0.20233 0.31261 -0.58095
F 0.22896 -0.80407 0.17538
F 0.61894 0.24823 -1.74363
F -1.54154 0.20658 -0.87039
F 0.09278 1.46468 0.14720
N 3.26335 -1.08605 -1.80888
C 4.47991 -1.19468 -2.35222
C 4.89867 -2.32390 -3.02719
C 3.99252 -3.34427 -3.26666
C 2.73410 -3.22145 -2.70796
C 2.40613 -2.09700 -1.96813
H 5.18378 -0.39723 -2.15135
H 5.94869 -2.42647 -3.26635
H 4.24077 -4.20850 -3.86702
H 2.04655 -4.05677 -2.73777
H 1.52634 -2.06039 -1.33740
N 3.12285 2.00646 -2.13980
C 4.09590 2.91736 -2.21826
C 4.45965 3.64288 -3.33959
C 3.68439 3.45973 -4.46745
C 2.63612 2.54656 -4.42943
C 2.39602 1.85192 -3.25790
H 4.75384 2.95981 -1.35543
H 5.31971 4.29465 -3.33307
H 3.88714 3.86236 -5.45253
H 2.05895 2.30212 -5.30904
H 1.57052 1.15769 -3.22814
N 0.37963 -4.54934 0.78251
C -0.82953 -4.06139 0.51284
C -1.87731 -4.81499 0.02474
C -1.69364 -6.16651 -0.22562
C -0.42822 -6.66534 0.03039
C 0.59552 -5.82822 0.47265
H -0.98755 -3.03097 0.81289
H -2.82731 -4.32482 -0.13467
H -2.52432 -6.82062 -0.44912
H -0.18110 -7.71133 -0.10182
H 1.54074 -6.27600 0.75602
N 2.28165 1.04621 2.43590
C 3.32867 0.54205 3.09173
C 3.30196 0.24205 4.44399
C 2.16740 0.58176 5.16520
C 1.10822 1.20760 4.52994
C 1.23024 1.43623 3.17053
H 4.24176 0.35003 2.54121
H 4.05302 -0.40561 4.87326
H 2.05437 0.25469 6.19104
H 0.17673 1.41886 5.03392
H 0.42557 1.80211 2.54706
C -3.95604 -1.77238 0.24957
C -5.06098 -1.49798 -0.76109
O -5.43203 -2.39830 -1.47448
C -5.90768 -0.25721 -0.58068
H -3.70494 -0.84409 0.74648
H -3.13595 -2.22211 -0.30299
H -4.37449 -2.45799 0.98796
H -5.55593 0.69040 -0.99783
H -6.35936 -0.09278 0.39660
H -6.74753 -0.44577 -1.25999
C 3.46786 -3.81386 1.12107
C 2.79101 -2.59499 1.69179
O 2.77225 -1.57531 1.02060
C 2.04437 -2.63596 2.99224
H 4.54373 -3.87175 1.28714
H 3.23422 -3.68348 0.06425
H 3.05912 -4.76175 1.46163
H 1.55351 -1.67732 3.15417
H 2.59898 -2.88655 3.89652
H 1.24691 -3.37420 2.87520
C -1.60492 -0.31038 2.61243
C -1.87284 -0.79711 4.01784
O -1.19364 -1.66453 4.52085
C -2.96682 -0.09811 4.79573
H -2.61438 -0.28354 2.20535
H -0.86428 -0.91393 2.10311
H -1.27046 0.72561 2.60320
H -3.87849 -0.68976 4.71442
H -3.09264 0.89702 4.36911
H -2.62699 -0.05282 5.82771
C -3.17971 0.40278 -3.99861
C -2.32105 1.48098 -4.63343
O -2.37446 1.77375 -5.80071
C -1.39469 2.24673 -3.71363
H -2.96211 0.33526 -2.93419
H -2.94798 -0.57385 -4.42729
H -4.22247 0.62575 -4.21960
H -1.82907 2.69971 -2.82103
H -0.97911 3.04913 -4.32817
H -0.53466 1.68009 -3.35002
C -3.15322 2.22562 0.71649
C -4.33994 3.15923 0.73611
O -4.70097 3.72013 -0.26929
C -4.91170 3.49478 2.08331
H -2.44208 2.37121 1.52885
H -2.64377 2.46566 -0.21596
H -3.45948 1.18210 0.70482
H -6.00647 3.48806 2.08231
H -4.64817 4.46071 2.51397
H -4.69768 2.74056 2.84695
C 0.33349 4.28066 -1.11130
C 1.56737 4.18212 -0.26231
O 2.01810 3.13925 0.18317
C 2.04983 5.49525 0.33514
H -0.57283 4.48679 -0.53669
H 0.09770 3.34213 -1.60697
H 0.53723 5.14617 -1.74493
H 2.83242 5.31317 1.07373
H 1.15700 5.95520 0.74852
H 2.67907 6.02861 -0.38400

***

112
Properties=species:S:1:pos:R:3 method="wB97M-V/def2-TZVPD" homo_ev=-7.943 smiles="C#CCc1c(CCCCOC)c(CCOC(C)=O)c2c(c1P(C)CC)C(=O)c1c(P(O)O)cc(B(C)O)c(ON=O)c1C2=O.COCCOC.COCCOC" mol_weight_g_mol=823.6 total_energy_ev=-89709.66281 homo_lumo_gap_ev=7.015
C 1.36525 -1.24356 4.79268
C 1.47308 -2.27579 4.13722
C 1.54783 -3.58471 3.24869
C 1.12162 -3.12536 1.78585
C -0.35992 -3.15464 1.43331
C -1.43376 -3.62303 2.48773
C -2.12030 -5.02005 2.16969
C -3.33967 -5.17636 3.21694
C -4.56845 -4.22432 2.89911
O -5.01797 -3.63525 4.15700
C -5.60223 -2.33889 3.92682
C -0.87363 -2.71160 0.07053
C -2.40573 -2.74475 -0.33973
C -2.66725 -4.03899 -1.26985
O -3.85596 -4.76958 -0.87272
C -4.02474 -5.96261 -1.58251
C -2.96930 -6.60294 -2.56422
O -5.08348 -6.56089 -1.42201
C 0.18142 -2.22570 -0.89515
C 1.66240 -2.18507 -0.54004
C 2.17441 -2.64626 0.81856
P 4.02933 -2.56085 1.11707
C 4.62294 -4.35475 0.82584
C 4.46185 -2.06924 2.88850
C 5.98265 -1.48792 2.93080
C 2.64605 -1.60849 -1.64928
O 3.72580 -2.09670 -1.92250
C 2.07298 -0.33861 -2.42194
C 2.88192 0.87542 -2.77507
P 4.70482 1.05351 -2.35905
O 4.84243 1.06116 -0.65621
O 5.60963 -0.20515 -3.02230
C 2.16206 2.02178 -3.47498
C 0.69750 1.96622 -3.80611
B -0.05247 3.23978 -4.51578
C -0.40594 3.30512 -6.08687
O -0.41247 4.29862 -3.60213
C -0.12811 0.72921 -3.46184
O -1.52786 0.64160 -3.78176
N -1.68184 0.43001 -5.16638
O -0.91283 -0.35676 -5.57661
C 0.59356 -0.38029 -2.77577
C -0.20873 -1.68636 -2.33872
O -1.01702 -2.22736 -3.07838
H 1.41285 -0.50308 5.63794
H 0.82195 -4.36355 3.61796
H 2.60184 -3.98163 3.26615
H -2.26794 -2.84015 2.46213
H -1.05700 -3.60670 3.56056
H -1.42587 -5.89599 2.39254
H -2.53568 -5.12096 1.12553
H -2.91252 -4.88526 4.23626
H -3.68415 -6.25416 3.27210
H -5.46563 -4.83229 2.52933
H -4.36831 -3.44595 2.10096
H -4.77521 -1.55635 3.84443
H -6.20577 -2.04282 4.84690
H -6.29483 -2.33114 3.02464
H -3.10720 -2.71741 0.54109
H -2.54889 -1.85342 -1.03425
H -2.82259 -3.72701 -2.35551
H -1.71567 -4.65550 -1.21688
H -2.62862 -5.86277 -3.34550
H -2.06664 -6.91215 -1.94291
H -3.34909 -7.55811 -3.04796
H 5.52782 -4.30694 0.13217
H 3.85000 -4.97093 0.26491
H 4.92336 -4.87663 1.78435
H 4.43464 -2.95842 3.59462
H 3.80343 -1.21586 3.25931
H 6.01417 -0.51551 2.35777
H 6.20492 -1.26388 4.01595
H 6.72648 -2.22993 2.51798
H 4.67019 1.97176 -0.33681
H 6.41581 0.20840 -3.38645
H 2.74526 2.96244 -3.72143
H -1.46624 2.91344 -6.20435
H 0.35766 2.66188 -6.62905
H -0.31916 4.39455 -6.39734
H -1.34581 4.14650 -3.32416
C -3.54513 5.93566 -4.64432
O -3.24500 6.57967 -3.41580
C -3.26853 7.99985 -3.52208
C -4.58854 8.58111 -3.03046
O -5.68052 8.16785 -3.84692
C -6.39078 7.06844 -3.29666
H -3.82332 4.90198 -4.42900
H -4.37074 6.41130 -5.17732
H -2.65488 5.93270 -5.28269
H -3.05870 8.31493 -4.54956
H -2.46283 8.38043 -2.88566
H -4.53583 9.67221 -3.09474
H -4.76932 8.31699 -1.98292
H -7.07600 7.42643 -2.52012
H -5.72583 6.31323 -2.87152
H -6.97161 6.60507 -4.09541
C 2.96994 4.59288 4.16182
O 4.37053 4.49588 4.37432
C 4.70644 3.55111 5.38534
C 5.11968 2.21048 4.79035
O 4.04052 1.58879 4.09826
C 4.09351 1.80401 2.69526
H 2.80403 5.06666 3.19316
H 2.47743 3.61829 4.15849
H 2.52344 5.22170 4.93941
H 3.87882 3.42918 6.09217
H 5.55788 3.96353 5.93696
H 5.40638 1.53898 5.60573
H 5.98670 2.32295 4.13040
H 4.81026 1.10812 2.24804
H 4.36993 2.83012 2.43973
H 3.10351 1.60368 2.28182